Entry 1:
A 16-piece molecular cluster, C30H99N7O16 overall in a non-equilibrium geometry, computed with wB97M-V/def2-TZVPD.

Computed properties:
spin multiplicity = 1
orbital gap = 9.453 eV
HOMO energy = -9.272 eV
energy = -75898.776 eV
ΔE to the lowest compared entry with this formula, charge and spin = 5.767 eV

Each line ends with the Löwdin charge.
CARTESIAN COORDINATES (ANGSTROEM)
C1 -3.93 6.57 -2.60  -0.072
C2 -2.62 6.25 -3.39  -0.324
O1 -2.97 6.03 -4.73  -0.089
H1 -4.60 7.24 -3.13  0.072
H2 -3.75 6.87 -1.57  0.066
H3 -4.43 5.60 -2.49  0.063
H4 -2.02 5.45 -2.97  0.107
H5 -1.99 7.14 -3.40  0.099
H6 -2.18 5.75 -5.19  0.081
O2 5.10 0.56 5.22  -0.053
H7 5.94 0.66 4.78  0.021
H8 4.84 1.45 5.46  0.030
O3 4.38 -2.37 -4.75  -0.056
H9 3.84 -2.79 -5.41  0.027
H10 3.86 -2.41 -3.95  0.022
O4 -4.88 -3.39 -1.85  -0.052
H11 -5.80 -3.16 -1.72  0.031
H12 -4.46 -2.57 -2.12  0.018
O5 -5.37 3.61 -10.64  -0.054
H13 -4.50 3.21 -10.56  0.028
H14 -5.78 3.15 -11.37  0.029
O6 1.69 -6.23 3.09  -0.057
H15 0.76 -6.09 2.92  0.027
H16 1.86 -5.76 3.91  0.028
O7 -10.26 1.25 -5.88  -0.054
H17 -9.59 1.87 -6.17  0.024
H18 -10.98 1.81 -5.58  0.027
O8 -6.98 4.15 -6.50  -0.053
H19 -6.68 4.12 -7.40  0.025
H20 -6.32 4.66 -6.03  0.026
O9 1.70 5.64 2.97  -0.051
H21 0.93 5.09 3.10  0.021
H22 1.37 6.53 3.12  0.029
C3 0.82 0.53 -0.75  -0.080
C4 0.20 -0.82 -1.14  -0.392
C5 -0.59 -0.56 -2.53  -0.217
O10 -1.89 -0.08 -2.36  -0.177
C6 -2.53 0.12 -3.61  -0.114
N1 1.27 -1.82 -1.30  0.022
H23 1.37 0.51 0.20  0.068
H24 0.04 1.29 -0.63  0.078
H25 1.56 0.87 -1.47  0.078
H26 -0.48 -1.14 -0.36  0.129
H27 -0.47 -1.46 -3.12  0.111
H28 -0.01 0.13 -3.14  0.113
H29 -3.49 0.51 -3.28  0.089
H30 -2.79 -0.82 -4.10  0.083
H31 -2.05 0.77 -4.34  0.089
H32 1.77 -1.77 -0.42  0.064
H33 0.83 -2.73 -1.26  0.067
C7 -4.59 -4.27 4.01  -0.064
C8 -4.59 -5.72 3.61  -0.486
C9 -6.00 -6.23 3.29  -0.205
O11 -6.86 -6.34 4.44  -0.196
C10 -8.13 -7.00 4.18  -0.094
N2 -3.66 -6.00 2.54  0.045
H34 -5.09 -4.03 4.95  0.083
H35 -5.02 -3.68 3.20  0.078
H36 -3.56 -3.92 4.07  0.074
H37 -4.24 -6.31 4.46  0.139
H38 -5.89 -7.27 2.98  0.115
H39 -6.42 -5.62 2.50  0.126
H40 -7.93 -8.05 4.00  0.079
H41 -8.71 -6.57 3.36  0.083
H42 -8.72 -6.97 5.09  0.082
H43 -3.70 -6.99 2.31  0.072
H44 -4.09 -5.52 1.76  0.071
C11 5.42 5.67 -4.72  -0.078
C12 6.89 6.13 -4.63  -0.450
C13 7.71 5.85 -5.95  -0.145
O12 7.85 4.41 -6.18  -0.210
C14 8.51 4.05 -7.36  -0.139
N3 6.76 7.49 -4.31  0.025
H45 5.49 4.61 -4.94  0.070
H46 4.94 6.13 -5.58  0.073
H47 4.84 5.85 -3.81  0.078
H48 7.25 5.48 -3.83  0.142
H49 8.72 6.23 -5.83  0.115
H50 7.25 6.17 -6.88  0.120
H51 9.38 4.69 -7.51  0.075
H52 7.95 4.22 -8.28  0.083
H53 8.95 3.06 -7.31  0.089
H54 6.41 8.03 -5.09  0.080
H55 7.69 7.83 -4.12  0.072
C15 -9.90 0.47 0.36  -0.060
C16 -10.31 -0.98 0.67  -0.488
C17 -11.81 -1.01 1.18  -0.178
O13 -12.01 -2.35 1.68  -0.203
C18 -13.10 -2.37 2.59  -0.110
N4 -10.07 -1.81 -0.42  0.041
H56 -10.37 0.87 -0.54  0.072
H57 -8.88 0.38 -0.02  0.073
H58 -10.02 1.16 1.20  0.075
H59 -9.71 -1.41 1.47  0.137
H60 -12.45 -0.74 0.34  0.125
H61 -11.91 -0.26 1.96  0.114
H62 -13.99 -1.88 2.19  0.084
H63 -12.79 -1.83 3.49  0.084
H64 -13.35 -3.40 2.84  0.087
H65 -10.68 -2.56 -0.13  0.069
H66 -10.53 -1.42 -1.23  0.079
C19 -0.52 2.84 9.30  -0.056
C20 -0.22 2.72 7.73  -0.399
C21 -1.49 3.07 6.97  -0.250
O14 -1.25 3.16 5.59  -0.177
C22 -2.43 3.14 4.81  -0.110
N5 0.87 3.68 7.51  0.032
H67 -1.38 2.24 9.60  0.067
H68 -0.71 3.89 9.55  0.067
H69 0.33 2.52 9.89  0.070
H70 0.09 1.72 7.45  0.137
H71 -1.96 3.96 7.40  0.127
H72 -2.18 2.27 7.22  0.120
H73 -2.13 3.16 3.76  0.081
H74 -3.00 4.07 4.75  0.084
H75 -3.06 2.26 4.99  0.092
H76 0.80 3.81 6.51  0.052
H77 0.58 4.60 7.80  0.065
C23 6.44 -8.29 0.40  -0.076
C24 5.89 -8.11 -0.98  -0.450
C25 6.65 -8.85 -2.14  -0.147
O15 7.97 -8.24 -2.33  -0.197
C26 7.86 -6.94 -2.93  -0.117
N6 4.51 -8.60 -1.03  0.024
H78 5.96 -7.78 1.23  0.081
H79 7.49 -8.00 0.39  0.078
H80 6.46 -9.34 0.70  0.078
H81 5.85 -7.04 -1.19  0.119
H82 6.12 -8.85 -3.09  0.117
H83 6.82 -9.88 -1.79  0.121
H84 7.39 -6.94 -3.92  0.083
H85 8.87 -6.54 -2.98  0.088
H86 7.24 -6.21 -2.41  0.069
H87 4.02 -8.05 -0.34  0.067
H88 4.59 -9.53 -0.65  0.063
C27 9.37 3.29 4.03  -0.057
C28 9.91 3.30 2.56  -0.407
C29 9.02 2.53 1.58  -0.201
O16 8.75 1.22 2.09  -0.203
C30 8.19 0.38 1.09  -0.114
N7 9.99 4.71 2.10  0.016
H89 10.06 3.84 4.67  0.067
H90 9.50 2.27 4.41  0.068
H91 8.36 3.71 4.07  0.078
H92 10.94 2.96 2.53  0.131
H93 9.36 2.56 0.55  0.128
H94 8.01 2.94 1.65  0.123
H95 7.36 0.85 0.57  0.086
H96 7.74 -0.53 1.51  0.083
H97 8.97 0.02 0.42  0.087
H98 9.01 4.96 2.01  0.055
H99 10.29 5.35 2.82  0.062

***

Entry 2:
C38H51BN10O2PdS4 as an isolated structure in a non-equilibrium geometry, computed with wB97M-V/def2-TZVPD.

Computed properties:
total charge = +2
spin multiplicity = 5
orbital gap (spin up / spin down) = 8.833 / 4.467 eV
HOMO energy (spin up / spin down) = -12.674 / -12.484 eV
energy = -106715.937 eV
ΔE to the lowest compared entry with this formula, charge and spin = 0.681 eV

Each line ends with the Mulliken spin population.
CARTESIAN COORDINATES (ANGSTROEM)
Pd1 1.05 0.62 1.08  1.370
C1 0.87 4.37 -4.38  0.003
C2 0.29 4.13 -2.99  -0.016
C3 -1.11 4.75 -2.82  0.004
C4 1.22 4.75 -1.95  0.023
N1 0.12 2.67 -2.83  0.010
C5 -0.78 1.99 -3.61  0.007
C6 -0.74 0.68 -3.25  0.025
N2 0.18 0.55 -2.24  0.018
B1 0.66 -0.69 -1.49  0.270
N3 1.92 -1.25 -2.17  0.053
C7 1.99 -1.81 -3.41  0.091
C8 3.24 -2.30 -3.59  0.079
N4 3.95 -2.04 -2.45  0.056
C9 3.13 -1.38 -1.59  -0.088
S1 3.51 -0.75 -0.06  0.710
C10 5.35 -2.42 -2.21  0.001
C11 5.89 -3.20 -3.41  -0.002
C12 5.39 -3.32 -0.97  0.009
C13 6.18 -1.15 -2.02  0.006
N5 -0.32 -1.82 -1.24  -0.001
C14 -1.06 -2.51 -2.16  0.005
C15 -1.87 -3.37 -1.50  0.001
N6 -1.63 -3.23 -0.16  0.003
C16 -0.69 -2.27 -0.01  -0.005
S2 0.00 -1.77 1.47  0.435
C17 -2.42 -3.99 0.84  -0.019
C18 -2.44 -5.46 0.38  0.000
C19 -1.81 -3.96 2.23  0.047
C20 -3.82 -3.38 0.85  0.006
C21 0.67 1.79 -1.99  -0.018
S3 1.89 2.12 -0.83  0.444
H1 1.00 5.43 -4.55  0.000
H2 0.23 3.98 -5.17  0.000
H3 1.85 3.89 -4.47  0.001
H4 -1.02 5.81 -2.60  0.000
H5 -1.62 4.26 -1.99  -0.002
H6 -1.71 4.64 -3.71  0.000
H7 1.28 5.82 -2.15  0.004
H8 2.23 4.34 -2.02  -0.005
H9 0.84 4.61 -0.94  -0.006
H10 -1.38 2.48 -4.35  0.002
H11 -1.31 -0.14 -3.61  0.003
H12 0.98 -0.28 -0.38  -0.065
H13 1.16 -1.80 -4.09  0.011
H14 3.65 -2.80 -4.44  0.007
H15 5.32 -4.11 -3.59  0.001
H16 6.92 -3.49 -3.21  0.000
H17 5.90 -2.59 -4.31  0.001
H18 4.76 -4.19 -1.12  0.000
H19 5.05 -2.79 -0.09  0.001
H20 6.40 -3.66 -0.79  0.000
H21 6.09 -0.50 -2.89  0.000
H22 7.22 -1.40 -1.89  -0.001
H23 5.85 -0.59 -1.14  -0.002
H24 -0.96 -2.34 -3.21  0.002
H25 -2.59 -4.05 -1.90  0.001
H26 -1.42 -5.82 0.25  0.000
H27 -2.99 -5.61 -0.54  0.000
H28 -2.92 -6.07 1.15  0.000
H29 -0.77 -4.26 2.21  -0.005
H30 -2.35 -4.65 2.87  0.003
H31 -1.88 -2.97 2.68  -0.015
H32 -4.35 -3.56 -0.08  0.000
H33 -3.76 -2.30 1.00  -0.002
H34 -4.40 -3.81 1.66  -0.001
C22 -7.85 0.35 1.89  0.000
C23 -6.45 0.66 1.48  0.002
C24 -5.37 0.20 2.23  -0.002
C25 -4.07 0.46 1.83  -0.002
C26 -3.86 1.20 0.68  0.019
C27 -4.91 1.68 -0.07  -0.001
C28 -6.20 1.41 0.33  0.000
S4 -2.22 1.24 -0.01  0.047
O1 -2.03 -0.07 -0.59  0.005
O2 -2.05 2.36 -0.91  0.004
N7 -1.13 1.34 1.20  0.143
C29 -0.83 2.55 1.70  -0.002
C30 -1.71 3.64 1.79  0.021
C31 -1.27 4.79 2.40  -0.002
C32 0.02 4.85 2.92  0.015
C33 0.85 3.75 2.77  0.009
N8 0.43 2.64 2.17  0.151
H35 -7.88 -0.32 2.74  0.000
H36 -8.40 -0.09 1.06  0.000
H37 -8.37 1.27 2.16  0.000
H38 -5.55 -0.37 3.13  0.000
H39 -3.22 0.09 2.39  -0.003
H40 -4.70 2.24 -0.97  0.000
H41 -7.03 1.78 -0.25  0.000
H42 -2.70 3.55 1.38  -0.002
H43 -1.93 5.65 2.46  0.001
H44 0.36 5.72 3.44  0.000
H45 1.86 3.74 3.14  0.004
N9 3.55 -1.00 6.65  -0.001
C34 3.05 -0.56 5.50  -0.005
C35 1.66 -0.40 5.30  0.006
C36 1.19 0.04 4.10  -0.038
N10 2.00 0.35 3.08  0.144
C37 3.32 0.23 3.24  -0.011
C38 3.88 -0.22 4.41  0.012
H46 2.95 -1.24 7.42  0.000
H47 4.55 -1.11 6.77  0.000
H48 0.97 -0.64 6.10  0.001
H49 0.13 0.17 3.92  0.011
H50 3.94 0.52 2.41  0.011
H51 4.95 -0.31 4.50  0.000

***

Entry 3:
C25H49GaIN2O6S2 as an isolated structure in a non-equilibrium geometry, computed with wB97M-V/def2-TZVPD.

Computed properties:
total charge = -1
spin multiplicity = 3
orbital gap (spin up / spin down) = 6.988 / 6.727 eV
HOMO energy (spin up / spin down) = -4.977 / -4.977 eV
energy = -124132.590 eV

Each line ends with the Mulliken spin population.
CARTESIAN COORDINATES (ANGSTROEM)
C1 -0.68 -7.88 -0.75  0.000
C2 -0.61 -6.54 -1.46  0.000
C3 -1.71 -6.35 -2.50  0.000
O1 -1.91 -5.00 -2.90  0.000
C4 -2.82 -4.20 -2.26  0.000
O2 -3.28 -3.28 -2.88  0.000
C5 -3.07 -4.48 -0.80  0.000
S1 -4.49 -3.60 -0.10  0.000
Ga1 -4.16 -4.50 2.01  0.000
I1 -6.45 -4.30 3.26  0.000
O3 0.65 -6.37 -2.16  0.000
C6 1.72 -6.15 -1.35  -0.002
O4 2.64 -6.92 -1.29  0.000
C7 1.67 -4.81 -0.63  -0.002
S2 1.72 -4.97 1.17  0.001
H1 -0.44 -8.70 -1.43  0.000
H2 -1.70 -8.03 -0.38  0.000
H3 -0.01 -7.91 0.12  0.000
H4 -0.70 -5.74 -0.72  0.000
H5 -1.41 -6.89 -3.41  0.000
H6 -2.64 -6.80 -2.14  0.000
H7 -2.16 -4.16 -0.27  0.000
H8 -3.17 -5.55 -0.61  0.000
H9 -3.06 -3.71 2.83  0.000
H10 -3.75 -6.04 1.80  0.000
H11 0.76 -4.28 -0.90  0.002
H12 2.55 -4.22 -0.91  0.004
H13 0.60 -5.68 1.32  0.000
C8 4.49 -0.05 -1.32  0.021
C9 2.97 -0.16 -1.12  -0.026
C10 2.30 1.22 -1.06  0.053
C11 2.58 1.99 0.22  0.001
C12 2.22 1.15 1.44  0.037
C13 2.91 -0.21 1.46  0.016
N1 2.64 -0.90 0.15  0.366
O5 1.47 -1.45 0.11  0.557
C14 4.41 -0.06 1.73  0.018
C15 2.33 -1.08 2.57  -0.005
C16 2.39 -0.95 -2.29  -0.008
H14 4.76 -0.30 -2.35  0.003
H15 4.87 0.96 -1.14  0.000
H16 5.04 -0.73 -0.68  -0.012
H17 1.22 1.08 -1.16  -0.005
H18 2.63 1.79 -1.94  0.001
H19 3.62 2.31 0.26  -0.001
H20 1.97 2.90 0.22  -0.015
H21 2.48 1.68 2.36  0.003
H22 1.14 1.01 1.46  0.004
H23 4.92 -1.01 1.63  -0.008
H24 4.54 0.29 2.76  0.000
H25 4.90 0.67 1.09  0.001
H26 1.25 -1.17 2.49  0.002
H27 2.57 -0.64 3.53  0.000
H28 2.75 -2.09 2.53  -0.001
H29 2.79 -1.97 -2.31  -0.003
H30 2.67 -0.45 -3.21  0.000
H31 1.31 -1.02 -2.24  0.007
C17 -1.35 6.52 -1.32  0.019
C18 -1.20 5.08 -0.77  0.011
C19 -2.53 4.31 -0.85  0.032
C20 -3.57 4.77 0.17  -0.020
C21 -2.99 4.73 1.58  0.025
C22 -1.69 5.53 1.72  0.004
N2 -0.73 5.09 0.66  0.412
O6 -0.12 4.00 0.98  0.518
C23 -1.99 7.04 1.63  0.016
C24 -1.05 5.27 3.07  -0.004
C25 -0.16 4.37 -1.61  -0.032
H32 -0.90 6.60 -2.30  0.001
H33 -2.39 6.83 -1.41  0.000
H34 -0.84 7.25 -0.68  -0.011
H35 -2.32 3.25 -0.69  0.003
H36 -2.92 4.41 -1.87  0.000
H37 -3.93 5.77 -0.07  -0.001
H38 -4.43 4.10 0.12  0.001
H39 -3.71 5.12 2.30  0.000
H40 -2.79 3.69 1.86  0.007
H41 -1.06 7.61 1.61  -0.008
H42 -2.55 7.34 2.52  0.000
H43 -2.58 7.32 0.77  0.001
H44 -0.90 4.21 3.25  0.002
H45 -1.71 5.66 3.85  0.000
H46 -0.09 5.77 3.15  -0.001
H47 0.82 4.85 -1.52  -0.004
H48 -0.47 4.41 -2.66  0.000
H49 -0.05 3.32 -1.33  0.020

***

Entry 4:
A 10-piece molecular cluster, C35H61F9N2O12 overall in a non-equilibrium geometry, computed with wB97M-V/def2-TZVPD.

Computed properties:
SMILES = C#Cc1c(CCC(F)(F)C(F)(F)C(F)(F)C(F)(F)F)cc(OC#N)c2c1C(=O)NC2=O.CCO.CCO.CCO.CCO.CCO.CCO.CCO.CCO.CCO
spin multiplicity = 1
orbital gap = 8.790 eV
HOMO energy = -9.565 eV
energy = -89287.574 eV

Each line ends with the Löwdin charge.
CARTESIAN COORDINATES (ANGSTROEM)
C1 3.84 -2.03 0.35  0.185
C2 3.36 -1.23 -0.41  -0.060
C3 2.96 -0.38 -1.51  -0.108
C4 1.91 -0.75 -2.37  -0.126
C5 1.09 -2.00 -2.18  -0.089
C6 0.45 -2.16 -0.79  -0.054
C7 -0.66 -1.17 -0.48  -0.419
F1 -0.24 0.11 -0.56  0.139
F2 -1.00 -1.39 0.81  0.112
C8 -1.97 -1.39 -1.32  -0.339
F3 -3.02 -1.54 -0.48  0.148
F4 -1.90 -2.51 -2.05  0.151
C9 -2.37 -0.23 -2.28  -0.341
F5 -1.32 0.27 -2.94  0.164
F6 -3.20 -0.75 -3.20  0.159
C10 -3.17 0.92 -1.60  -0.553
F7 -4.44 0.60 -1.45  0.201
F8 -2.65 1.30 -0.45  0.201
F9 -3.14 1.98 -2.43  0.163
C11 1.63 0.09 -3.46  0.059
C12 2.32 1.26 -3.69  -0.130
O1 2.09 2.12 -4.77  0.126
C13 1.01 1.85 -5.44  -0.285
N1 0.09 1.49 -6.03  0.215
C14 3.33 1.64 -2.80  0.006
C15 3.64 0.81 -1.74  -0.008
C16 4.78 1.46 -0.99  -0.347
O2 5.48 1.03 -0.13  0.165
N2 4.95 2.78 -1.56  0.156
C17 4.21 2.87 -2.78  -0.344
O3 4.27 3.75 -3.58  0.151
H1 4.27 -2.65 1.10  0.038
H2 0.31 -2.00 -2.94  0.112
H3 1.74 -2.86 -2.39  0.139
H4 0.00 -3.15 -0.74  0.137
H5 1.17 -2.10 0.02  0.110
H6 0.84 -0.23 -4.13  0.116
H7 4.42 3.39 -0.92  0.141
C18 -3.86 -3.26 4.00  -0.075
C19 -2.72 -2.53 3.32  -0.307
O4 -1.66 -3.42 2.94  -0.098
H8 -3.51 -3.79 4.89  0.078
H9 -4.65 -2.57 4.29  0.060
H10 -4.29 -4.01 3.33  0.077
H11 -2.28 -1.80 3.99  0.117
H12 -3.07 -2.01 2.43  0.100
H13 -2.03 -4.08 2.33  0.087
C20 -5.62 -0.42 6.94  -0.086
C21 -6.21 -0.06 5.59  -0.320
O5 -7.01 -1.13 5.08  -0.092
H14 -5.01 -1.32 6.85  0.070
H15 -5.00 0.39 7.32  0.076
H16 -6.41 -0.63 7.67  0.073
H17 -5.43 0.13 4.86  0.108
H18 -6.83 0.84 5.67  0.107
H19 -7.71 -1.30 5.72  0.057
C22 8.01 5.11 -3.52  -0.093
C23 7.47 5.57 -4.86  -0.322
O6 6.66 4.57 -5.47  -0.083
H20 8.59 4.19 -3.64  0.078
H21 8.65 5.87 -3.07  0.072
H22 7.19 4.89 -2.83  0.052
H23 8.29 5.77 -5.56  0.109
H24 6.89 6.49 -4.75  0.109
H25 5.93 4.39 -4.86  0.037
C24 -1.26 -0.17 -10.21  -0.098
C25 -0.38 1.07 -10.20  -0.331
O7 -0.81 2.01 -9.23  -0.095
H26 -2.30 0.10 -10.40  0.073
H27 -0.93 -0.88 -10.97  0.070
H28 -1.23 -0.67 -9.24  0.070
H29 -0.43 1.57 -11.17  0.108
H30 0.66 0.80 -10.01  0.106
H31 -0.76 1.59 -8.37  0.033
C26 1.42 -5.44 4.85  -0.089
C27 1.87 -4.67 3.62  -0.319
O8 1.02 -4.92 2.51  -0.095
H32 1.40 -6.51 4.64  0.074
H33 2.08 -5.25 5.70  0.073
H34 0.40 -5.14 5.13  0.070
H35 2.88 -4.97 3.33  0.099
H36 1.89 -3.59 3.83  0.111
H37 0.14 -4.62 2.76  0.036
C28 -4.78 4.47 0.77  -0.091
C29 -3.51 5.11 0.22  -0.316
O9 -2.59 4.14 -0.25  -0.086
H38 -4.53 3.79 1.58  0.075
H39 -5.47 5.23 1.14  0.072
H40 -5.28 3.89 -0.01  0.071
H41 -3.00 5.68 0.99  0.111
H42 -3.76 5.80 -0.60  0.109
H43 -3.03 3.65 -0.95  0.041
C30 -11.08 -1.16 5.25  -0.091
C31 -11.24 -0.30 6.49  -0.315
O10 -10.15 -0.48 7.39  -0.084
H44 -11.01 -2.21 5.53  0.078
H45 -11.92 -1.03 4.56  0.075
H46 -10.16 -0.90 4.72  0.067
H47 -12.15 -0.57 7.03  0.112
H48 -11.31 0.76 6.21  0.109
H49 -9.35 -0.22 6.92  0.055
C32 5.60 -7.26 1.81  -0.091
C33 5.29 -6.00 1.03  -0.319
O11 5.67 -4.83 1.76  -0.100
H50 5.09 -7.25 2.77  0.072
H51 5.30 -8.15 1.25  0.075
H52 6.67 -7.33 2.01  0.073
H53 4.22 -5.92 0.84  0.109
H54 5.81 -6.00 0.06  0.109
H55 6.62 -4.90 1.92  0.080
C34 7.42 5.17 0.49  -0.087
C35 5.98 5.57 0.73  -0.306
O12 5.15 4.43 0.95  -0.099
H56 7.49 4.50 -0.37  0.061
H57 8.05 6.04 0.31  0.076
H58 7.83 4.63 1.35  0.075
H59 5.58 6.09 -0.13  0.111
H60 5.91 6.24 1.60  0.108
H61 5.49 3.95 1.72  0.088